(1)
12
Properties=species:S:1:pos:R:3:nbo_charge:R:1 method="wB97M-V/def2-TZVPD" homo_ev="-9.334 / -9.335" e_tot_ha=-666.42492 spin_multiplicity=1 homo_lumo_gap_ev="8.1 / 8.1"
H -0.1296 2.0150 -0.4605 0.246
C -0.6308 -1.2823 0.0327 -0.686
O 2.3378 1.3623 0.0142 -0.882
C 0.1598 -0.0608 0.2844 -0.247
H 0.1168 -2.1040 -0.4037 0.234
H -1.8064 1.1319 -0.5322 0.214
H -1.0493 -1.5043 0.9061 0.229
H -1.1243 1.4955 1.0845 0.225
C -0.8840 1.3884 0.0359 -0.605
H -1.3080 -1.3112 -0.8264 0.225
S 1.7925 0.0260 -0.2193 1.926
O 2.5254 -1.1567 0.0841 -0.879

---

(2)
63
Properties=species:S:1:pos:R:3:nbo_charge:R:1 method="wB97M-V/def2-TZVPD" homo_ev=-7.540 e_tot_ha=-5589.13289 spin_multiplicity=1 homo_lumo_gap_ev=6.5
C 0.3065 -3.0549 -3.9037 -0.224
H 5.3740 -1.5750 1.2205 0.214
C 0.7990 -1.2737 -1.7942 -0.243
H 2.1353 -1.6447 4.0171 0.214
H -1.4588 -1.8850 -4.2603 0.211
C -2.8400 2.4751 -3.7618 -0.212
C 2.1199 -0.7123 0.7516 -0.253
C -0.5740 -2.0107 -3.6484 -0.194
C 1.6806 -2.3175 -2.0676 -0.269
H 0.6212 -0.7679 2.2817 0.212
C 0.1729 4.6655 -0.2245 -0.199
C 3.4748 -0.9162 0.4804 -0.242
C 1.4320 -3.2031 -3.1103 -0.207
C -2.5774 2.3327 -2.4068 -0.177
H -2.4461 -5.5171 3.9743 0.229
H -0.5347 4.8871 -1.0138 0.223
C 1.9192 5.3846 1.2613 -0.191
S -2.5636 2.1331 0.9767 -0.322
C -2.3315 -4.5648 3.4736 -0.131
C -0.2299 2.6852 -2.8314 -0.123
H 2.5706 6.1654 1.6321 0.216
H -2.0075 2.8201 -5.7070 0.217
P -0.8802 2.0691 -0.2101 1.459
C 1.1693 3.1030 1.3162 -0.199
C 2.5144 -1.4513 3.0212 -0.221
C -3.8666 -1.1191 3.4865 0.742
H 2.7175 3.8815 2.5714 0.218
H -3.8569 2.3969 -4.1235 0.219
H 3.8726 -0.6545 -0.4925 0.217
C -2.9552 -2.2924 3.1412 0.118
H -0.7882 -5.2467 2.1416 0.244
C -0.4970 2.8186 -4.1844 -0.228
C -1.2716 2.4404 -1.9362 -0.465
O -4.7653 -1.3072 4.2788 -0.610
C -3.1357 -3.4871 3.8034 -0.215
P 1.0480 0.0379 -0.5256 0.867
C 3.8480 -1.6936 2.7248 -0.202
H 0.1133 -3.7474 -4.7128 0.212
C -0.3287 -1.1303 -2.6086 -0.245
C 2.0019 4.1029 1.7904 -0.198
H 0.9387 6.6646 -0.1550 0.218
O -3.5819 -0.0170 2.8911 -0.762
H -1.0283 -0.3280 -2.4032 0.222
C 1.0043 5.6662 0.2572 -0.215
H -3.3837 2.1340 -1.7121 0.235
C 0.2537 3.3804 0.3044 -0.346
C -1.8013 2.7148 -4.6497 -0.190
C -1.4026 -4.4203 2.4643 -0.246
Br 1.4582 -4.2055 0.8815 -0.027
H 2.1221 -4.0173 -3.2940 0.212
C -1.2718 -3.1872 1.8379 0.040
H -3.9104 -3.5272 4.5546 0.265
N -2.0084 -2.1246 2.1943 -0.528
C -0.4965 0.4668 0.1632 -1.399
H 4.5146 -2.0775 3.4864 0.212
Au -2.0143 -0.0321 1.5026 1.127
H 2.5530 -2.4713 -1.4508 0.219
C 1.6612 -0.9615 2.0430 -0.238
H 0.7886 2.7564 -2.4692 0.224
H 1.2283 2.0998 1.7216 0.234
S -0.2484 -2.9234 0.4347 0.278
H 0.3147 3.0005 -4.8766 0.219
C 4.3282 -1.4174 1.4523 -0.217

---

(3)
15
Properties=species:S:1:pos:R:3:nbo_charge:R:1 method="wB97M-V/def2-TZVPD" homo_ev=-8.505 e_tot_ha=-324.83298 spin_multiplicity=1 homo_lumo_gap_ev=9.4
H 0.8037 2.9269 0.1220 0.468
H -1.1027 -1.4229 0.3536 0.455
H -0.7349 0.4058 1.6520 0.201
H -1.1173 1.6208 0.3616 0.205
H 0.6267 -1.0139 -0.9964 0.168
C -0.2832 -1.5304 -1.3088 0.086
C 0.7457 1.9827 1.5773 0.121
H 0.7153 -3.4181 -1.5862 0.390
O -1.2761 -0.9335 -0.3917 -0.712
H -0.5413 -1.2374 -2.3338 0.146
O 1.4892 2.7065 0.6817 -0.662
H -0.9729 -3.5734 -1.5043 0.377
C -0.4466 1.3177 1.1256 -0.521
H 1.3390 1.5320 2.4042 0.183
N -0.1166 -2.9463 -1.3082 -0.905

---

(4)
97
Properties=species:S:1:pos:R:3:mulliken_spin:R:1 method="wB97M-V/def2-TZVPD" total_charge=+3 homo_ev="-16.138 / -16.137" e_tot_ha=-7218.86851 spin_multiplicity=2 homo_lumo_gap_ev="5.6 / 5.2"
C 2.5675 -6.1176 -2.9738 -0.001
H 0.2618 -4.3792 -1.2056 0.000
H 5.6599 0.6014 -3.8162 0.000
H -3.9110 3.8542 -2.8030 0.000
C -3.1134 -1.7863 -2.6736 0.000
H 0.8519 -0.3705 -3.2545 -0.001
C -2.7486 -0.6811 -3.4280 -0.001
H 4.0033 3.7343 2.2516 0.000
H -5.3827 2.8430 2.4760 0.000
H 4.3011 1.0400 2.6246 0.022
F -2.5664 -0.4977 0.2087 -0.002
C 4.6067 0.4106 -3.6861 -0.002
C 2.3435 0.6045 -4.4608 0.001
C -2.3767 -0.7976 -4.7566 0.000
C -3.3579 4.8936 -4.5982 0.000
C 3.6335 0.3230 2.1452 0.061
As -1.9442 -1.3444 1.7369 -0.001
C -2.5008 4.9327 -5.6864 0.000
Ga -0.4935 -0.2038 -0.8740 0.017
F -0.5833 -0.0156 1.4774 -0.049
H -2.1244 0.0779 -5.3397 0.000
C 3.7226 -1.7627 0.6571 -0.001
H 3.2490 -0.3428 2.9167 0.001
C -3.5654 1.9650 -0.7706 -0.001
C 1.1948 -4.6034 -1.7077 -0.001
H 2.4494 6.1236 5.4307 0.001
H -2.5916 5.7267 -6.4115 0.000
H 5.3639 3.5904 -1.9131 0.000
H 1.6348 0.9342 -5.2046 0.000
C 4.3545 -0.4456 1.0571 -0.006
H 0.3438 4.8332 5.3926 0.000
C 1.3721 -5.8268 -2.3392 0.001
Sb 2.0503 -1.7242 -0.7928 0.020
C 4.1764 -0.3159 -2.5878 -0.003
C -2.8292 2.3881 0.3252 -0.027
C 3.3508 5.0026 3.8534 0.020
H 4.2415 -3.2424 -2.3713 0.000
C -3.2470 3.8786 -3.6611 0.000
H 4.9005 -0.7088 -1.8871 0.000
C 1.6419 2.8927 -1.2540 -0.057
H -1.7399 2.4477 0.2695 0.029
C 3.6935 0.8763 -4.6160 0.001
H -4.1192 5.6469 -4.4729 0.000
H 0.5738 -6.5518 -2.3270 0.000
C 1.9128 -0.1116 -3.3589 0.009
H -3.3982 -3.9052 -2.7052 0.000
H -2.6326 -4.1547 -5.0393 0.000
F -2.7816 -0.2304 2.6902 0.001
C 2.2331 -3.6919 -1.7194 0.013
H -3.4628 -1.6953 -1.6501 0.000
C -2.3515 -2.0563 -5.3389 0.000
C 3.9455 2.7154 -0.5826 0.028
H 0.0636 2.9766 3.7993 0.000
H -2.0683 -2.1560 -6.3735 0.000
C 2.3266 5.3112 4.7292 -0.005
H 4.5312 0.1856 0.1828 0.000
C 3.4349 -3.9644 -2.3527 0.000
C -2.2894 2.8929 -3.8516 -0.001
Sb -2.4157 1.2352 -2.4585 -0.005
C 3.2055 3.9680 2.9406 0.007
C -1.4100 2.9287 -4.9221 0.000
F -3.1166 -2.5241 1.5571 0.000
F -0.9619 -1.9866 2.9495 0.000
H 4.5267 -5.4112 -3.4768 0.000
C -5.5979 2.2311 0.4399 0.000
H -6.6750 2.1674 0.4855 0.000
H 3.3709 -2.3171 1.5277 0.003
C 0.9833 3.5478 3.8079 -0.013
C 3.3638 3.8260 -2.6339 0.010
C -2.6833 -3.1742 -4.5920 0.000
Sb 1.9302 1.5821 1.5227 0.658
C -1.5242 3.9612 -5.8413 0.000
H 5.3391 -0.6975 1.4645 0.012
C -4.9461 1.8895 -0.7380 0.000
C 2.8241 -0.5618 -2.4158 -0.009
H 2.6987 -7.0677 -3.4682 0.000
C 1.1444 4.5931 4.7102 0.004
C -3.4891 2.7178 1.4958 -0.002
C 2.6022 2.4717 -0.3454 0.103
C 2.0216 3.5817 -2.3925 0.003
H 1.2707 3.9406 -3.0796 -0.001
F -0.8744 -2.1829 0.4472 0.003
C 4.3200 3.3945 -1.7305 0.009
H -5.5121 1.5671 -1.6043 0.000
C 3.5949 -5.1889 -2.9809 0.001
H -2.9252 3.0288 2.3622 -0.001
H 3.6612 4.3699 -3.5154 0.000
H 4.2773 5.5558 3.8661 0.002
H 4.0323 1.4342 -5.4736 0.000
C -3.0928 -3.0384 -3.2735 0.000
H 0.5858 2.7114 -1.0561 0.026
H -0.8538 4.0012 -6.6862 0.000
H 4.4435 -2.3855 0.1227 -0.001
H 4.6993 2.4118 0.1316 -0.006
C 2.0228 3.2586 2.9513 0.132
C -4.8724 2.6205 1.5533 0.000
H -0.6460 2.1713 -5.0438 0.000

---

(5)
11
Properties=species:S:1:pos:R:3:nbo_charge:R:1 method="wB97M-V/def2-TZVPD" homo_ev="-9.136 / -9.422" e_tot_ha=-980.34419 spin_multiplicity=1 homo_lumo_gap_ev="7.1 / 7.7"
S -0.5044 1.7690 0.0385 1.739
C 0.0567 0.0195 0.0912 -0.070
F -0.0882 -2.2417 -0.5405 -0.340
O 0.6936 2.6067 0.1249 -0.929
C -0.8068 -1.2109 0.0399 0.921
F -1.1906 -1.6580 1.2111 -0.278
F -1.8648 -1.0191 -0.7569 -0.296
N 1.4429 -0.1389 -0.2681 -0.718
H 1.7473 0.8355 -0.2301 0.429
H 2.0563 -0.8614 -0.7390 0.447
O -1.5418 1.8994 1.0291 -0.904

---

(6)
11
Properties=species:S:1:pos:R:3:nbo_charge:R:1 method="wB97M-V/def2-TZVPD" homo_ev=-8.978 e_tot_ha=-587.45931 spin_multiplicity=1 homo_lumo_gap_ev=9.7
H -2.0143 1.7332 0.1131 0.226
N -2.0643 -0.8816 0.0994 -0.707
H -0.2094 1.6723 0.7482 0.245
H -2.8792 -0.2032 0.0740 0.333
C -1.0184 1.3663 0.0406 -0.699
H -0.6772 1.7357 -0.9670 0.221
S 1.7634 0.0577 -0.0413 0.215
H 2.2680 -0.4589 1.0500 0.100
H 0.1244 -1.6988 -0.4423 0.415
N 0.2457 -0.6954 -0.0446 -0.785
C -0.9976 -0.1438 -0.0904 0.436